A structure of composition C14H25KN3O3. Source: the OMol25 dataset; level of theory: the ωB97M-V functional and the def2-TZVPD basis.

Summary:
highest occupied orbital energy (spin up / spin down)	-9.524 / -10.892	eV
ΔE to the lowest compared entry with this formula, charge and spin	0.422	eV
F_max	0.103	hartree/bohr
net charge	+1
Kohn-Sham gap (spin up / spin down)	5.52 / 8.22	eV

Element x y z (Å)
K (-0.457, -0.481, 3.346)
O (1.245, 1.216, 2.524)
O (2.963, 2.272, 1.600)
O (0.024, -0.344, 0.641)
N (-1.937, 0.543, 5.572)
N (1.778, 1.052, 0.190)
N (0.183, -1.256, 6.099)
C (0.923, -0.238, -1.615)
C (-0.768, -1.931, -3.317)
C (2.902, 1.542, -0.636)
C (0.758, 0.154, -0.219)
C (-0.596, 0.751, -3.367)
C (-1.555, 0.235, 6.949)
C (3.668, 2.358, 0.340)
C (-1.086, 0.236, -4.470)
C (0.558, -1.467, -2.289)
C (-1.685, 1.175, -5.540)
C (-1.056, -1.176, -4.566)
C (-1.429, -1.728, -5.908)
C (-0.976, -1.157, 7.013)
C (1.911, 1.461, 1.531)
H (-0.887, -1.286, -6.761)
H (-0.705, -1.411, 8.046)
H (-0.801, 0.960, 7.280)
H (3.452, 0.674, -1.002)
H (-0.368, -2.902, -3.721)
H (3.708, 3.414, 0.045)
H (-1.136, 1.173, -6.481)
H (0.042, -2.145, -1.512)
H (-2.789, 0.012, 5.353)
H (0.922, -0.651, 6.459)
H (-2.494, -1.608, -6.170)
H (-1.713, 2.215, -5.189)
H (0.579, -2.197, 6.146)
H (-0.402, 1.827, -3.223)
H (-0.551, 0.097, -2.495)
H (2.549, 2.126, -1.489)
H (4.680, 1.957, 0.475)
H (-1.721, -1.880, 6.669)
H (1.321, -2.119, -2.891)
H (-2.402, 0.300, 7.643)
H (-1.228, -2.799, -5.955)
H (-1.748, -2.016, -2.600)
H (1.276, 0.600, -2.186)
H (-2.247, 1.521, 5.518)
H (-2.706, 0.921, -5.838)

Partial charges, natural (NBO), in e: 0.969, -0.655, -0.461, -0.646, -0.873, -0.483, -0.876, -0.264, -0.440, -0.238, 0.633, -0.312, -0.230, -0.088, -0.087, -0.496, -0.640, 0.111, -0.671, -0.227, 0.919, 0.235, 0.194, 0.195, 0.221, 0.231, 0.210, 0.223, 0.242, 0.354, 0.364, 0.242, 0.224, 0.368, 0.196, 0.213, 0.215, 0.209, 0.184, 0.259, 0.191, 0.224, 0.248, 0.208, 0.375, 0.229



A structure of composition C14H25N3OP2RuS. Source: the OMol25 dataset; level of theory: the ωB97M-V functional and the def2-TZVPD basis.

Summary:
expectation value of S²	12.058
highest occupied orbital energy (spin up / spin down)	-11.504 / -14.625	eV
multiplicity	7
F_max	0.081	hartree/bohr
net charge	+2
Kohn-Sham gap (spin up / spin down)	5.44 / 6.35	eV

Element x y z (Å)
Ru (0.184, -0.203, -0.046)
S (1.936, -1.281, 0.909)
P (-1.462, -0.378, 1.422)
P (-0.091, -1.433, -1.943)
O (-1.550, 0.713, -1.269)
N (0.635, 1.532, 1.017)
N (1.358, -2.496, 3.133)
N (1.520, 0.828, -1.274)
C (2.401, 1.807, -0.654)
C (-1.899, 3.063, -0.947)
C (1.737, 2.409, 0.587)
C (-1.857, 1.845, -1.749)
C (-2.070, 1.857, -3.197)
C (0.467, -3.600, 1.220)
C (0.037, -4.424, 3.452)
C (-1.155, 1.022, 2.452)
C (0.785, -3.401, 3.965)
C (1.191, -2.554, 1.773)
C (-0.113, -4.538, 2.071)
C (0.541, -0.250, -3.231)
C (-0.095, 1.821, 2.099)
C (1.177, 1.025, -2.635)
H (0.965, -3.229, 5.031)
H (-0.417, -5.163, 4.129)
H (-1.226, 3.072, -0.086)
H (0.348, 1.702, -2.526)
H (2.492, 2.514, 1.387)
H (-1.741, 3.916, -1.615)
H (-1.382, -1.780, -2.432)
H (0.366, -3.601, 0.142)
H (3.326, 1.292, -0.358)
H (-1.560, -1.476, 2.319)
H (-0.690, -5.346, 1.651)
H (1.909, -1.704, 3.511)
H (0.694, -2.630, -2.116)
H (1.908, 1.532, -3.235)
H (0.187, 2.726, 2.663)
H (1.449, -0.713, -3.571)
H (1.344, 3.409, 0.317)
H (-2.166, 2.853, -3.593)
H (-0.165, -0.135, -4.065)
H (-2.819, -0.227, 1.059)
H (-3.064, 1.414, -3.204)
H (-1.736, 1.263, 3.337)
H (2.640, 2.581, -1.402)
H (-2.933, 3.067, -0.638)
H (-1.405, 1.305, -3.861)

Partial charges, natural (NBO), in e: 0.587, 0.005, 0.419, 0.418, -0.685, -0.409, -0.475, -0.332, -0.277, -0.733, -0.266, 0.663, -0.737, -0.263, -0.266, -0.408, 0.093, 0.065, -0.072, -0.689, 0.011, -0.266, 0.253, 0.272, 0.241, 0.214, 0.245, 0.258, 0.063, 0.248, 0.247, 0.019, 0.254, 0.452, 0.040, 0.235, 0.227, 0.262, 0.232, 0.245, 0.263, 0.055, 0.279, 0.258, 0.220, 0.281, 0.255



A structure of composition C14H25N5O2SSe2Zr. Source: the OMol25 dataset; level of theory: the ωB97M-V functional and the def2-TZVPD basis.

Summary:
highest occupied orbital energy	-14.432	eV
ΔE to the lowest compared entry with this formula, charge and spin	0.343	eV
F_max	0.016	hartree/bohr
net charge	+2
Kohn-Sham gap	8.00	eV

Element x y z (Å)
Zr (-0.128, -0.348, -0.162)
Se (-1.453, -2.323, -1.013)
Se (-1.266, 0.615, 1.903)
S (-2.668, 3.115, -1.544)
O (-3.427, -3.268, 3.106)
O (0.759, -1.690, 1.322)
N (-1.297, 1.001, -1.348)
N (2.517, 1.034, -1.218)
N (1.951, -0.154, -0.838)
N (-3.569, 0.568, -1.628)
N (-0.389, 2.045, -1.221)
C (-0.247, 4.513, -1.130)
C (-2.047, -3.523, 2.960)
C (2.606, -2.573, -1.074)
C (-0.044, -2.821, 1.810)
C (3.880, -0.508, -1.929)
C (-0.944, 3.203, -1.276)
C (3.667, 0.861, -1.866)
C (2.810, -1.110, -1.295)
C (-0.782, 5.336, 0.050)
C (-1.553, -1.095, 2.865)
C (-2.551, 1.401, -1.518)
C (-2.363, -2.335, 0.778)
C (4.458, 2.006, -2.400)
C (-1.485, -2.412, 2.059)
H (3.130, -3.134, -1.845)
H (-0.201, 6.250, 0.153)
H (-2.985, -1.452, 0.815)
H (4.430, 2.860, -1.724)
H (4.719, -1.009, -2.386)
H (-4.501, 0.900, -1.816)
H (-3.374, -0.419, -1.747)
H (0.817, 4.310, -1.017)
H (1.479, -1.520, 1.942)
H (0.029, -3.605, 1.063)
H (-1.530, -3.496, 3.925)
H (-2.553, -0.988, 3.273)
H (1.559, -2.862, -1.102)
H (0.406, -3.168, 2.738)
H (5.496, 1.713, -2.541)
H (-1.824, 5.625, -0.103)
H (4.064, 2.317, -3.369)
H (-3.030, -3.189, 0.725)
H (3.022, -2.872, -0.111)
H (-0.846, -1.114, 3.693)
H (-1.858, -4.498, 2.496)
H (-3.832, -3.939, 3.665)
H (2.031, 1.898, -1.045)
H (-0.715, 4.779, 0.985)
H (-0.367, 5.071, -2.061)

Partial charges, natural (NBO), in e: 1.700, -0.173, -0.141, 0.486, -0.725, -0.784, -0.545, -0.313, -0.520, -0.735, -0.328, -0.459, -0.053, -0.657, -0.070, -0.315, 0.142, 0.274, 0.242, -0.603, -0.521, 0.308, -0.523, -0.665, -0.153, 0.264, 0.249, 0.236, 0.243, 0.265, 0.437, 0.442, 0.230, 0.543, 0.225, 0.184, 0.269, 0.237, 0.219, 0.264, 0.222, 0.258, 0.270, 0.245, 0.232, 0.184, 0.500, 0.436, 0.221, 0.255



A cluster of 3 separate species, C14H25O7P in total. Source: the OMol25 dataset; level of theory: the ωB97M-V functional and the def2-TZVPD basis.

Summary:
SMILES string	O=C1C=CC(=O)C(P(=O)(O)O)=C1.CCOCC.CCOCC
highest occupied orbital energy	-9.629	eV
ΔE to the lowest compared entry with this formula, charge and spin	0.000	eV
F_max	0.044	hartree/bohr
Kohn-Sham gap	8.58	eV

Element x y z (Å)
P (1.578, -4.433, -2.475)
O (1.174, -3.502, -3.722)
O (-0.916, -6.257, -1.180)
O (2.919, -4.035, -1.998)
O (0.441, 0.197, -1.901)
O (1.656, -6.008, -2.880)
O (-1.436, -2.228, 0.973)
O (-0.499, 2.947, 1.834)
C (0.430, -4.272, -1.049)
C (-0.409, -5.518, 1.043)
C (1.042, 4.824, 2.198)
C (-0.362, -5.470, -0.490)
C (-0.770, 0.446, -1.197)
C (1.258, 2.512, -1.928)
C (0.282, -3.105, -0.446)
C (0.923, 1.254, -2.710)
C (-0.666, -3.102, 0.765)
C (-0.300, 4.341, 1.675)
C (-1.615, 3.046, 4.020)
C (-0.504, 2.461, 3.164)
C (-0.557, -4.353, 1.646)
C (-1.954, 0.721, -2.108)
H (1.202, 5.869, 1.930)
H (0.474, 2.616, 3.632)
H (1.855, 4.224, 1.784)
H (1.749, 3.243, -2.573)
H (-2.581, 2.939, 3.522)
H (-0.348, 4.534, 0.602)
H (1.979, -2.979, -3.891)
H (-1.658, 2.539, 4.985)
H (0.215, 1.471, -3.518)
H (-0.647, 1.382, 3.090)
H (1.832, 0.881, -3.186)
H (-2.876, 0.767, -1.528)
H (1.100, 4.746, 3.286)
H (-1.844, 1.671, -2.635)
H (0.359, 2.978, -1.518)
H (-1.459, 4.110, 4.209)
H (0.795, -2.194, -0.782)
H (-2.049, -0.063, -2.863)
H (1.917, 2.280, -1.089)
H (-1.123, 4.901, 2.131)
H (-0.975, -0.454, -0.618)
H (-0.633, 1.257, -0.473)
H (-0.581, -4.255, 2.735)
H (1.872, -6.470, -2.052)
H (-0.293, -6.462, 1.584)

Partial charges, natural (NBO), in e: 2.325, -0.962, -0.478, -1.114, -0.550, -0.952, -0.480, -0.539, -0.487, -0.253, -0.645, 0.528, -0.082, -0.645, -0.181, -0.060, 0.521, -0.063, -0.644, -0.064, -0.247, -0.643, 0.216, 0.160, 0.214, 0.213, 0.214, 0.185, 0.529, 0.216, 0.161, 0.189, 0.182, 0.219, 0.202, 0.199, 0.204, 0.201, 0.270, 0.211, 0.214, 0.161, 0.197, 0.179, 0.238, 0.505, 0.239